Record 1
Density functional theory data (the ωB97M-V functional and the def2-TZVPD basis) for C35H67BiN5P2SSi3 as an isolated structure.

Output
Charge = +1
Energy above the lowest of the compared OMol25 structures with the same formula, charge and spin = 32.2 kJ/mol
HOMO = -10.2 eV

Last column: Mulliken charge in e.
Cartesian coordinates (Å):
Bi: 1.24902 -0.08444 1.01650  2.435
C: -3.60879 3.53601 0.00719  -0.768
Si: -2.43893 4.54513 1.15887  0.414
C: -2.48712 6.37493 0.61015  -1.115
C: -2.93828 4.52906 3.00380  -1.105
C: -0.64007 3.92701 1.01965  0.870
C: 0.27287 4.78422 0.43597  -0.122
C: 1.54675 4.34872 0.10914  -1.524
C: 1.89984 3.10266 0.52727  -0.857
N: 1.03099 2.26034 1.13186  0.369
C: -0.24417 2.59919 1.26321  -0.746
S: -1.40271 1.30369 1.63196  -0.503
H: -4.66572 3.70836 0.23541  0.450
H: -3.42848 2.47121 0.00567  -0.002
H: -3.46642 3.88527 -1.02603  0.284
H: -3.55242 6.66740 0.75692  0.313
H: -2.21637 6.43909 -0.46554  0.280
H: -1.81406 6.94573 1.30249  0.300
H: -3.99407 4.75478 3.09751  0.363
H: -2.38719 5.28775 3.52790  0.337
H: -2.82495 3.54108 3.43873  0.300
H: 0.01937 5.78159 0.13176  0.440
H: 2.26605 4.96829 -0.41010  0.547
H: 2.87948 2.73357 0.31581  0.744
N: 0.91108 -0.06292 3.37925  -0.884
C: 0.75379 -1.42668 4.05004  -0.979
C: 0.16053 -2.40249 3.04164  -0.222
N: 0.99827 -2.49863 1.86590  -0.694
H: 1.65977 0.56300 3.74472  -0.202
H: 0.03508 0.46997 3.33230  0.461
H: 0.08361 -1.35977 4.91045  0.533
H: 1.75938 -1.68787 4.38375  0.355
H: -0.79482 -2.04328 2.70900  0.016
H: -0.06629 -3.37584 3.48799  0.520
H: 0.50909 -2.91242 1.06691  0.001
H: 1.86030 -3.00386 2.03393  0.257
C: 0.35170 -2.00982 -3.54526  -1.813
P: -0.13127 -0.84287 -2.20375  1.345
C: -2.01677 -1.09398 -2.35904  -0.587
N: -2.57038 -0.83920 -3.49551  -0.087
C: -3.90644 -0.92733 -3.56778  0.425
C: -4.49589 -0.58407 -4.80662  -0.540
C: -5.85675 -0.71865 -4.92332  -0.526
C: -6.65709 -1.13509 -3.85684  -0.693
C: -6.10787 -1.42910 -2.65227  -0.494
C: -4.69495 -1.36351 -2.46729  -0.152
N: -4.08683 -1.73716 -1.32594  -0.165
C: -2.78150 -1.59102 -1.27326  -0.538
P: -2.06940 -2.37504 0.22240  1.745
C: -3.52830 -2.24975 1.30665  -1.877
C: -2.15586 -4.22083 -0.25035  1.772
C: -3.43050 -4.69192 -0.92545  -1.860
C: -0.98599 -4.51955 -1.12327  -1.788
C: -1.92580 -4.94036 1.07650  -1.923
C: 0.13868 0.84677 -2.97702  2.181
C: -0.75698 1.81886 -2.25600  -2.155
C: 1.55658 1.21401 -2.55720  -2.075
C: 0.02345 0.93082 -4.48512  -1.809
H: -0.48627 -2.17719 -4.23711  0.392
H: 0.64798 -2.95618 -3.09011  0.344
H: 1.21676 -1.61131 -4.10132  0.586
H: -3.91538 -0.30572 -5.67007  0.497
H: -6.29682 -0.51765 -5.87631  0.438
H: -7.69602 -1.23800 -3.95490  0.489
H: -6.68440 -1.83209 -1.82177  0.444
H: -4.36273 -2.82806 0.93943  0.451
H: -3.84379 -1.18861 1.30245  0.375
H: -3.36896 -2.52815 2.33393  0.487
H: -3.51463 -4.31737 -1.93600  0.397
H: -4.32034 -4.36896 -0.38395  0.283
H: -3.48382 -5.79648 -0.97132  0.455
H: -1.05984 -4.04945 -2.07761  0.354
H: -0.87353 -5.56331 -1.28861  0.576
H: -0.04544 -4.19888 -0.64180  0.208
H: -2.77389 -4.87239 1.73598  0.393
H: -1.05221 -4.59425 1.60061  0.284
H: -1.86754 -6.04065 0.84517  0.495
H: -0.51268 1.83672 -1.19752  0.279
H: -1.82676 1.62692 -2.39652  0.344
H: -0.59634 2.85327 -2.57763  0.606
H: 1.69061 1.35629 -1.49736  0.097
H: 1.80299 2.19527 -2.99132  0.596
H: 2.26925 0.47080 -2.93744  0.501
H: -0.99007 0.81723 -4.77791  0.363
H: 0.63535 0.18980 -5.00788  0.319
H: 0.36607 1.91293 -4.84921  0.490
C: 5.99595 0.37487 3.46665  -1.308
Si: 4.49313 1.16080 2.65527  0.594
C: 5.00171 2.68752 1.69432  -1.128
C: 3.52302 1.86949 4.16137  -1.529
C: 3.43055 -0.15499 1.73614  0.132
Si: 4.31443 -1.05692 0.36913  0.329
C: 3.16962 -2.24230 -0.53857  -0.475
C: 5.58057 -2.17972 1.11797  -1.236
C: 5.02923 0.17238 -0.92302  -1.088
H: 6.35333 1.04128 4.25967  0.365
H: 6.78468 0.19008 2.74142  0.330
H: 5.76456 -0.58164 3.94473  0.364
H: 4.22472 3.46469 1.63343  0.325
H: 5.31130 2.45119 0.65105  0.294
H: 5.83696 3.11804 2.24389  0.498
H: 4.05716 2.71748 4.60237  0.474
H: 3.39573 1.10142 4.90577  0.369
H: 2.53080 2.20662 3.87944  0.431
H: 3.32063 -0.95027 2.47052  -0.206
H: 3.01831 -3.13165 0.06895  0.326
H: 3.77169 -2.60834 -1.40232  0.525
H: 2.17644 -1.92927 -0.95445  -0.361
H: 5.00630 -2.74710 1.85941  0.316
H: 6.45318 -1.75320 1.62961  0.343
H: 5.92510 -2.89676 0.38848  0.444
H: 4.26541 0.82614 -1.32428  0.266
H: 5.56349 -0.41415 -1.69887  0.407
H: 5.80827 0.77874 -0.49825  0.408

Cartesian forces (eV/Å) of the 2 atoms listed first:
-0.189 0.056 0.484
0.368 0.812 -0.014


Record 2
Density functional theory data (the ωB97M-V functional and the def2-TZVPD basis) for a 10-piece molecular cluster, C35H67FN5O44P2S10 overall.

Output
Charge = +1
HOMO = -10.8 eV

Last column: Mulliken charge in e.
Cartesian coordinates (Å):
C: 0.68633 -0.95894 3.18070  -0.798
O: -0.43867 -0.50999 3.93098  -0.490
C: -1.36520 0.13234 3.04509  -0.519
C: -1.82076 -0.78003 1.85982  0.433
C: -3.33662 -0.68779 1.51254  -1.115
C: -3.90035 0.76072 1.28181  -0.889
C: -2.89784 1.77387 0.68512  -0.947
C: -2.23393 1.32390 -0.65252  0.281
C: -0.90409 2.09779 -0.86015  -0.770
C: -0.10812 1.65591 -2.13372  -0.679
C: 0.26607 0.16647 -1.93634  0.950
C: 1.14172 -0.42448 -3.11039  -1.816
N: 1.02907 -1.89275 -3.05787  0.558
C: -0.00778 -2.63397 -3.42716  0.889
N: -0.08183 -3.99956 -3.31055  -0.528
C: -1.30286 -4.30492 -3.76274  0.226
C: -1.63877 -5.79736 -3.67591  -0.381
C: -2.67160 -6.33295 -4.68005  0.194
O: -3.61539 -6.95303 -4.24922  -0.531
O: -2.54129 -6.17541 -6.01715  -0.416
N: -2.02641 -3.22215 -4.17519  -0.183
P: -3.69462 -3.22531 -4.79670  0.126
S: -3.89052 -3.37509 -6.69360  -0.327
N: -1.16010 -2.16874 -3.96669  1.224
C: -1.67979 -0.85656 -4.36263  -0.593
O: -2.51999 -0.33928 -3.69469  -0.271
N: -1.16552 -0.17115 -5.52461  0.004
C: -1.92043 -0.42584 -6.72710  0.538
O: -1.48584 -1.15401 -7.56095  -0.390
F: -3.09915 0.15524 -6.93769  -0.193
P: 2.38771 -2.78306 -2.37488  0.398
O: 2.87976 -3.75906 -3.33301  -0.675
O: 3.60615 -1.79910 -2.00584  -0.257
O: 1.90387 -3.47473 -0.98183  -0.449
H: 1.52477 -1.06066 3.89598  0.347
H: 0.47519 -1.96785 2.75901  0.269
H: 0.98762 -0.24871 2.38185  0.239
H: -2.19944 0.60653 3.58126  0.449
H: -0.78398 0.96832 2.58617  0.268
H: -1.15482 -0.66177 0.97801  -0.328
H: -1.64509 -1.82634 2.20053  0.601
H: -3.57134 -1.30750 0.62104  0.319
H: -3.88393 -1.15974 2.35556  0.391
H: -4.26665 1.13079 2.25948  0.404
H: -4.80982 0.64911 0.65235  0.328
H: -3.48085 2.69349 0.45081  0.535
H: -2.12238 2.11134 1.40062  0.398
H: -2.92741 1.57357 -1.48542  0.309
H: -2.13409 0.22468 -0.64436  -0.234
H: -0.27183 1.90981 0.03515  0.142
H: -1.14138 3.17860 -0.86125  0.419
H: -0.65055 1.87105 -3.07239  0.345
H: 0.82714 2.25785 -2.12261  0.370
H: 0.74468 -0.00274 -0.95142  0.341
H: -0.66375 -0.44213 -1.94612  -0.476
H: 2.16010 -0.03390 -2.96634  0.711
H: 0.77071 0.01457 -4.05639  0.092
H: -0.67283 -6.33706 -3.71629  0.423
H: -2.04568 -5.98265 -2.66238  0.284
H: -3.45679 -6.08359 -6.34177  0.354
H: -4.40195 -4.29033 -4.16903  0.153
H: -4.36594 -2.04060 -4.38388  0.135
H: -0.25900 -0.60813 -5.71174  0.325
H: 3.39598 -1.20154 -1.26133  0.274
H: 1.78701 -2.74489 -0.34398  0.336
C: 0.77612 2.66385 7.84742  -0.453
C: 0.39821 3.77257 6.89039  0.261
O: 0.86415 3.32712 5.61340  -0.340
S: 0.75729 1.71534 5.54404  1.068
O: -0.44079 1.36457 4.87683  -0.406
O: 2.02191 1.20385 5.14825  -0.629
O: 0.55633 1.44886 7.11766  -0.361
H: 1.83323 2.71709 8.11450  0.364
H: 0.17381 2.67780 8.75004  0.337
H: 0.85448 4.72363 7.15668  -0.171
H: -0.68639 3.89442 6.83130  0.273
C: 4.27716 4.05547 10.71319  -0.319
C: 3.59750 4.21079 12.05661  -0.394
O: 2.58395 5.20036 11.83764  -0.311
S: 2.03607 5.07862 10.33505  1.156
O: 0.84118 4.31132 10.35192  -0.557
O: 2.11689 6.35741 9.72093  -0.526
O: 3.21830 4.15507 9.75163  -0.283
H: 4.98297 4.86784 10.52838  0.270
H: 4.79115 3.10193 10.61685  0.331
H: 4.28418 4.53016 12.83633  0.323
H: 3.10580 3.28474 12.36339  0.297
C: 7.07995 1.09566 -2.42731  -0.096
C: 7.62364 0.15321 -1.37534  -0.254
O: 7.44105 0.84567 -0.13513  -0.340
S: 6.12040 1.75727 -0.22584  1.037
O: 5.03851 1.04505 0.36945  -0.498
O: 6.46200 3.07857 0.14696  -0.551
O: 5.92914 1.70106 -1.82352  -0.227
H: 7.79781 1.88576 -2.66046  0.212
H: 6.80361 0.57923 -3.33811  0.155
H: 8.67255 -0.08612 -1.53129  0.342
H: 7.04304 -0.77236 -1.33416  0.214
C: 7.56996 1.22234 -8.18052  -0.392
C: 8.07909 0.12990 -7.26359  -0.303
O: 8.11716 0.73572 -5.96527  -0.278
S: 6.93057 1.81603 -5.84859  1.111
O: 5.82920 1.20193 -5.18904  -0.445
O: 7.48697 3.04498 -5.42047  -0.553
O: 6.57877 1.91726 -7.41227  -0.322
H: 8.36190 1.92968 -8.43486  0.302
H: 7.13391 0.82494 -9.09402  0.313
H: 9.06465 -0.22913 -7.54903  0.316
H: 7.38367 -0.71194 -7.22466  0.277
C: 1.57555 7.86160 5.24622  -0.317
C: 0.90364 8.02142 6.59350  -0.187
O: -0.10804 9.01164 6.38250  -0.331
S: -0.66160 8.88862 4.87602  1.060
O: -1.85730 8.11886 4.89605  -0.451
O: -0.59055 10.16304 4.26476  -0.556
O: 0.51539 7.96087 4.29076  -0.316
H: 2.28312 8.67171 5.05688  0.320
H: 2.08748 6.90622 5.15006  0.304
H: 1.59641 8.33820 7.36914  0.335
H: 0.41184 7.09568 6.90242  0.145
C: -8.09522 -1.44566 -2.90882  -0.184
C: -8.58444 -0.36232 -3.84713  -0.352
O: -8.17746 -0.79941 -5.14935  -0.313
S: -8.21094 -2.40670 -5.20583  1.010
O: -9.42990 -2.81474 -5.79484  -0.549
O: -6.94762 -2.86512 -5.67701  -0.382
O: -8.30146 -2.67131 -3.61840  -0.309
H: -7.02515 -1.34274 -2.70800  0.152
H: -8.63964 -1.45512 -1.96738  0.317
H: -8.15790 0.61120 -3.61800  0.326
H: -9.67426 -0.29166 -3.83866  0.298
C: -4.97418 8.29156 4.40713  -0.258
C: -5.65586 8.45442 5.74862  -0.319
O: -6.66726 9.44161 5.52575  -0.321
S: -7.21373 9.31137 4.01579  1.082
O: -8.40704 8.54341 4.03156  -0.531
O: -7.13766 10.58578 3.40129  -0.527
O: -6.02866 8.38475 3.44150  -0.316
H: -4.26766 9.10171 4.22129  0.282
H: -4.46016 7.33791 4.31762  0.307
H: -4.96896 8.77605 6.52762  0.299
H: -6.14879 7.52930 6.05877  0.299
C: 5.42920 -5.50086 -2.69034  0.089
C: 4.69832 -6.73452 -3.17303  -0.276
O: 5.72550 -7.71002 -3.37302  -0.341
S: 6.90480 -7.47047 -2.30070  1.079
O: 6.71085 -8.35471 -1.21003  -0.524
O: 8.13364 -7.38137 -3.00080  -0.534
O: 6.46438 -5.99194 -1.83315  -0.333
H: 5.89840 -4.96801 -3.52089  0.254
H: 4.77781 -4.82247 -2.14904  -0.103
H: 4.14983 -6.55894 -4.09486  0.259
H: 4.01366 -7.11381 -2.40999  0.357
C: -3.72624 -9.92683 -2.97756  -0.096
C: -4.41703 -11.18423 -3.46292  -0.319
O: -3.36291 -12.13809 -3.62252  -0.324
S: -2.21893 -11.85844 -2.52337  1.098
O: -2.42095 -12.73195 -1.42658  -0.521
O: -0.97373 -11.74817 -3.19181  -0.534
O: -2.70421 -10.38305 -2.08729  -0.320
H: -3.24765 -9.39502 -3.80125  0.087
H: -4.40700 -9.25399 -2.46084  0.295
H: -4.94487 -11.03387 -4.40157  0.311
H: -5.11286 -11.56944 -2.71355  0.299

Cartesian forces (eV/Å) of the 2 atoms listed first:
0.084 -0.682 0.758
-0.476 -2.199 -2.377